A 2-piece molecular cluster, C10H16 overall at a distorted geometry. Source: OMol25; level of theory: wB97M-V/def2-TZVPD.

Last column: natural (NBO) charge in e.
CARTESIAN COORDINATES (ANGSTROEM)
C (-0.17237, -0.57762, 3.02577)  -0.40
C (0.94956, -1.04643, 2.14835)  -0.62
C (-1.48587, -1.35344, 2.82257)  -0.61
H (0.00546, -0.43957, 4.09233)  0.20
H (-0.45491, 0.43430, 2.67386)  0.19
H (1.13557, -2.12440, 2.29319)  0.20
H (-1.89575, -1.34960, 1.82584)  0.21
H (1.92468, -0.61873, 2.41469)  0.21
H (0.84650, -0.88005, 1.08447)  0.22
H (-1.39840, -2.40516, 3.13177)  0.19
H (-2.12629, -1.05506, 3.67086)  0.21
C (1.31386, 2.46204, -0.65431)  -0.64
C (-0.85628, -1.03559, -1.87722)  -0.22
C (0.54179, -1.04617, -1.82395)  -0.20
C (-1.51033, 0.16647, -1.60327)  -0.20
C (1.25373, 0.08743, -1.53454)  -0.23
C (-0.78551, 1.30879, -1.23978)  -0.23
C (0.59701, 1.22831, -1.08446)  0.00
H (-1.43565, -1.93336, -2.04504)  0.21
H (0.91679, -2.03335, -2.09220)  0.22
H (-2.58249, 0.12890, -1.77820)  0.21
H (2.32121, 0.01685, -1.38107)  0.21
H (-1.34662, 2.23138, -1.18832)  0.21
H (0.64456, 3.24467, -0.30079)  0.22
H (2.01311, 2.86168, -1.39813)  0.22
H (1.92506, 2.32975, 0.24404)  0.22

Calculated values
- LUMO energy (eV) = 1.00
- net charge = 0
- strongest force on any atom (eV Å⁻¹) = 2.574
- E_HOMO (Eh) = -0.3333
- energy relative to the best compared isomer or geometry (same formula, charge and spin) (kJ/mol) = 80.4
- SMILES = Cc1ccccc1.CCC